A molecular structure, C42H57BF3N8O3S4W in a non-equilibrium geometry. Source: OMol25; level of theory: ωB97M-V with the def2-TZVPD basis set.

```
119
Properties=species:S:1:pos:R:3:forces:R:3
W -0.52327 -0.42108 1.96968 0.317 2.845 -0.007
C -2.29307 3.09822 -1.41002 -0.065 0.094 0.057
C -1.42117 1.93502 -1.71642 0.143 -0.439 -0.535
C -1.47457 1.24362 -2.89912 0.324 0.110 0.733
C -0.68047 0.08682 -3.05782 0.036 0.257 0.173
N 0.16213 -0.29698 -2.13252 0.166 -0.457 -0.449
N 0.23053 0.34962 -0.98532 -1.012 1.291 -0.824
B 1.03943 -0.20798 0.19028 0.209 -0.158 0.858
N 1.83863 -1.49278 -0.17442 -0.089 -1.126 0.608
N 2.45323 -1.57798 -1.34582 0.524 0.296 -0.656
C 3.13203 -2.64858 -1.66282 -0.003 -0.051 0.251
C 3.21623 -3.75238 -0.77872 -0.399 0.317 0.527
C 2.63033 -3.67128 0.45128 0.166 0.167 -0.493
C 2.67343 -4.75838 1.45728 -0.008 -0.119 0.103
C 1.92453 -2.47268 0.75038 -0.001 0.565 -0.186
S 1.20013 -2.30168 2.27378 -0.503 0.064 -0.008
C 3.83653 -2.72558 -3.00092 0.064 0.109 -0.223
C 3.17373 -3.82988 -3.83812 0.051 0.180 0.120
C 5.31263 -3.09568 -2.79402 -0.211 0.039 0.029
C 3.77733 -1.38238 -3.72602 -0.070 -0.170 0.093
N 2.09613 0.88262 0.60978 0.690 0.621 0.634
N 2.69933 1.44462 -0.42512 0.022 -0.017 -0.566
C 3.58733 2.38782 -0.26242 0.102 0.142 0.359
C 3.95333 2.82162 1.03198 -0.435 -0.456 0.159
C 3.35023 2.25432 2.12088 0.033 -0.096 -0.456
C 3.64163 2.66522 3.51598 0.029 0.023 0.109
C 2.37183 1.24472 1.88278 0.098 -0.164 -0.721
S 1.53093 0.56562 3.18388 -0.527 0.062 -0.212
C 4.17303 2.97262 -1.53022 0.024 -0.031 -0.269
C 3.01463 3.48852 -2.39202 0.120 -0.045 0.094
C 4.88793 1.83922 -2.26942 -0.122 0.126 0.089
C 5.15583 4.10752 -1.24962 -0.196 -0.204 0.003
C -0.57287 1.40502 -0.71742 0.431 -0.398 -0.409
S -0.62007 1.98912 0.88068 0.038 -0.487 0.797
C -0.87747 -0.79108 -4.27182 0.055 -0.176 -0.100
C -0.56297 -0.00778 -5.55152 -0.001 -0.131 0.220
C 0.00693 -2.03008 -4.17792 -0.145 0.304 0.017
C -2.35077 -1.22648 -4.26692 0.133 0.004 0.031
H -2.85987 3.40502 -2.28512 0.005 0.020 -0.042
H -1.69877 3.93642 -1.04942 -0.024 0.100 0.018
H -2.98697 2.82842 -0.61202 -0.034 0.049 0.026
H -2.15827 1.55132 -3.67232 -0.090 0.043 -0.142
H 3.74303 -4.64818 -1.06532 0.064 -0.101 -0.055
H 3.18733 -5.62958 1.06548 0.065 -0.094 -0.005
H 1.66073 -5.02818 1.75378 -0.056 -0.081 0.042
H 3.18103 -4.41128 2.35518 0.069 -0.054 0.131
H 3.28923 -4.80048 -3.36342 -0.010 -0.176 0.033
H 3.65313 -3.87068 -4.81232 0.035 -0.066 -0.133
H 2.11473 -3.64008 -3.97812 -0.133 0.003 -0.057
H 5.42873 -4.10118 -2.40102 0.067 -0.156 0.058
H 5.80133 -2.39998 -2.11652 0.080 0.105 0.074
H 5.81933 -3.05348 -3.75392 0.115 -0.016 -0.110
H 2.80653 -0.91518 -3.60502 -0.068 0.145 -0.066
H 3.98683 -1.51428 -4.78282 0.062 -0.054 -0.163
H 4.52753 -0.71758 -3.31402 0.072 0.142 0.024
H 4.68873 3.59572 1.16828 0.070 0.124 0.013
H 4.38263 3.45862 3.54018 0.057 0.021 0.042
H 4.00053 1.80952 4.08538 0.081 -0.016 0.134
H 2.72593 3.00472 3.99908 -0.027 0.057 0.073
H 2.32563 2.67912 -2.61622 -0.105 -0.069 -0.050
H 3.39793 3.89272 -3.32422 0.049 0.073 -0.143
H 2.47313 4.27432 -1.87072 -0.114 0.132 0.035
H 4.17693 1.04362 -2.45912 -0.033 -0.106 -0.047
H 5.70933 1.44702 -1.67392 0.132 -0.092 0.060
H 5.28673 2.19732 -3.21372 0.067 0.052 -0.163
H 4.67163 4.92842 -0.72662 -0.004 0.162 0.081
H 5.53783 4.48922 -2.19232 0.039 0.047 -0.091
H 6.00353 3.75772 -0.66522 0.141 0.022 0.084
H 0.49093 0.25562 -5.59612 0.145 0.046 -0.018
H -1.14787 0.90642 -5.60872 -0.071 0.121 -0.073
H -0.80227 -0.61688 -6.41852 -0.026 -0.061 -0.141
H 1.04683 -1.73558 -4.11122 0.148 -0.059 -0.005
H -0.13307 -2.65608 -5.05362 -0.042 -0.086 -0.161
H -0.24637 -2.59788 -3.28742 0.031 -0.164 0.137
H -3.00987 -0.40728 -4.53872 -0.148 0.100 -0.044
H -2.63087 -1.57808 -3.27652 -0.080 -0.099 0.105
H -2.49847 -2.03318 -4.97992 -0.047 -0.062 -0.126
C -5.34957 1.90392 5.59648 0.109 0.106 -0.086
C -4.61747 2.95562 4.76588 -0.674 -0.006 -0.050
N -3.20537 2.63972 4.61218 0.294 -0.286 -0.473
C -2.23297 3.37272 5.39468 0.481 0.234 0.490
C -1.97677 2.75702 6.76708 -0.079 0.078 -0.200
C -2.84297 1.65002 3.79558 0.093 -0.462 -0.170
S -1.20997 1.09332 3.89518 0.763 0.254 0.046
N -3.78617 1.13802 3.02448 -0.711 -0.095 -0.288
C -3.64087 0.27302 2.04338 0.056 0.796 0.990
O -2.53197 -0.11768 1.54968 0.472 -0.589 -0.376
C -4.89787 -0.24258 1.47178 0.030 -0.260 -0.306
C -4.86267 -1.21348 0.47238 0.154 0.059 0.071
C -6.03927 -1.74918 -0.01662 0.002 -0.031 -0.023
C -7.25737 -1.30648 0.47138 -0.003 -0.033 -0.049
C -7.29847 -0.32508 1.44948 -0.127 0.009 0.065
C -6.12817 0.20182 1.95468 0.155 0.011 -0.012
H -6.39837 2.17382 5.69268 -0.095 0.019 0.007
H -4.92357 1.82642 6.59268 0.022 -0.005 0.115
H -5.27987 0.93252 5.11488 -0.031 -0.085 -0.021
H -4.69557 3.93022 5.24938 0.116 -0.021 -0.102
H -5.07107 3.01592 3.77348 0.064 0.126 0.166
H -2.60017 4.39522 5.50558 -0.001 -0.066 -0.083
H -1.29617 3.40632 4.83138 -0.183 0.102 0.067
H -2.88437 2.74982 7.36348 -0.078 -0.012 0.114
H -1.22327 3.33622 7.29428 0.067 0.040 0.069
H -1.61957 1.73702 6.65418 0.034 -0.091 0.071
H -3.90697 -1.53548 0.09008 0.063 -0.041 -0.027
H -6.00797 -2.52098 -0.77072 0.011 -0.038 -0.094
H -8.17407 -1.72848 0.08838 -0.102 -0.023 -0.024
H -8.24827 0.01982 1.82858 -0.088 0.034 0.026
H -6.14267 0.95432 2.72478 -0.048 0.089 0.084
C -1.27427 -3.95298 -0.55302 -0.202 0.238 -0.187
O -0.72347 -2.99868 0.36708 -0.023 -0.259 -0.275
C -1.09077 -1.71468 0.27528 -0.591 -0.444 -0.497
O -1.80627 -1.31698 -0.62272 0.271 -0.197 0.278
H -0.44667 -4.45658 -1.05292 -0.022 0.012 0.041
H -1.90617 -3.44488 -1.28372 0.088 -0.136 0.040
H -1.86317 -4.66768 0.02128 0.071 0.021 -0.008
F -2.60767 -1.46718 3.76288 -0.094 -0.243 0.122
C -1.38777 -1.84128 3.30438 -0.784 -1.786 0.839
F -1.57027 -3.10738 2.85258 -0.124 0.112 0.257
F -0.61247 -1.95218 4.42278 0.174 0.024 0.108
```
Forces are in eV/Å.

Values from the calculation:
- max |F| (eV Å⁻¹) = 2.86
- E_tot (eV) = -116535.5899
- molecular weight (g mol⁻¹) = 1101.9
- E_HOMO (hartree) = -0.3765
- net charge = +1
- energy above the lowest of the compared OMol25 structures with the same formula, charge and spin (eV) = 0.444
- orbital gap (eV) = 5.650